DFT (wB97M-V/def2-TZVPD) results for a 2-piece molecular cluster, C4H12 overall in a non-equilibrium geometry.

Last columns: bonded neighbours and bond lengths (Å).
Element x y z (Å)
1 C -1.216 -1.264 -1.371  C2 1.489, H3 1.099, H4 1.094, H5 1.098
2 C -1.709 -0.875 -0.021  C1 1.489, H6 1.094, H7 1.083, H8 1.095
3 H -1.567 -0.606 -2.179  C1 1.099
4 H -0.149 -1.307 -1.609  C1 1.094
5 H -1.603 -2.247 -1.669  C1 1.098
6 H -1.574 0.193 0.175  C2 1.094
7 H -1.294 -1.474 0.779  C2 1.083
8 H -2.800 -0.950 -0.075  C2 1.095
9 C 1.394 0.426 1.177  C10 1.550, H11 1.088, H12 1.087, H13 1.087
10 C 1.570 1.733 0.363  C9 1.550, H14 1.085, H15 1.086, H16 1.089
11 H 1.250 -0.368 0.447  C9 1.088
12 H 2.307 0.244 1.739  C9 1.087
13 H 0.549 0.442 1.861  C9 1.087
14 H 1.312 2.641 0.899  C10 1.085
15 H 2.595 1.728 0.005  C10 1.086
16 H 0.935 1.685 -0.521  C10 1.089

Its HOMO energy is -0.4271 Eh. The value obtained for the calculated total energy is -4342.26502 eV. Its structure (SMILES) is CC.CC. As for the LUMO energy: 1.16 eV.

=====

DFT (wB97M-V/def2-TZVPD) results for a 2-piece molecular cluster, C4H12 overall in a non-equilibrium geometry.

Last columns: bonded neighbours and bond lengths (Å).
Element x y z (Å)
1 C 1.480 -1.083 -1.333  C2 1.516, H3 1.090, H4 1.099, H5 1.090
2 C 0.831 -2.365 -0.850  C1 1.516, H6 1.091, H7 1.083, H8 1.086
3 H 1.402 -0.689 -2.346  C1 1.090
4 H 1.100 -0.244 -0.733  C1 1.099
5 H 2.548 -1.069 -1.113  C1 1.090
6 H 0.102 -2.820 -1.522  C2 1.091
7 H 0.341 -2.231 0.107  C2 1.083
8 H 1.573 -3.135 -0.663  C2 1.086
9 C -1.132 1.005 1.380  C10 1.521, H11 1.079, H12 1.084, H13 1.093
10 C -1.156 2.412 0.802  C9 1.521, H14 1.084, H15 1.086, H16 1.090
11 H -1.740 0.292 0.845  C9 1.079
12 H -0.126 0.601 1.414  C9 1.084
13 H -1.483 0.935 2.413  C9 1.093
14 H -0.258 2.631 0.235  C10 1.084
15 H -1.261 3.171 1.572  C10 1.086
16 H -1.964 2.554 0.084  C10 1.090

Its HOMO energy is -0.4273 Eh. The value obtained for the calculated total energy is -4342.17282 eV. Its structure (SMILES) is CC.CC. As for the LUMO energy: 1.15 eV.